1.
Here is a structure of composition C29H25Cl5GeMnN5O3S at a distorted geometry from OMol25. Energies are from ωB97M-V/def2-TZVPD.

- total energy (Eh) = -7546.89876
- 2S+1 = 6
- HOMO-LUMO gap (alpha / beta) (eV) = 6.29 / 6.50
- <S²> = 8.805
- highest occupied orbital energy (alpha / beta) (eV) = -4.45 / -4.69
- net charge = -1

Element x y z (Å)
Mn1 -1.661 0.105 0.417
N1 -6.633 -1.109 -4.533
C1 -5.267 -1.081 -4.283
C2 -4.463 -0.091 -4.849
C3 -3.106 -0.060 -4.591
C4 -2.532 -1.028 -3.780
C5 -3.311 -2.057 -3.265
C6 -4.667 -2.084 -3.517
S1 -0.849 -0.816 -3.262
O1 -0.460 0.507 -3.757
O2 -0.007 -1.862 -3.759
N2 -0.858 -0.779 -1.620
C7 -0.874 -1.921 -0.924
N3 -0.967 -1.724 0.434
C8 -0.878 -2.789 1.219
C9 -0.708 -4.059 0.713
C10 -0.733 -4.175 -0.674
N4 -0.825 -3.138 -1.483
H1 -7.033 -0.232 -4.823
H2 -7.187 -1.589 -3.844
H3 -4.908 0.680 -5.466
H4 -2.489 0.719 -5.023
H5 -2.847 -2.830 -2.674
H6 -5.282 -2.865 -3.087
H7 -0.961 -2.612 2.285
H8 -0.607 -4.913 1.364
H9 -0.693 -5.146 -1.158
Cl1 -2.743 4.796 -0.231
C11 -1.694 4.137 0.976
C12 -0.996 4.973 1.844
C13 -0.138 4.409 2.764
Cl2 0.694 5.470 3.866
C14 0.085 3.033 2.841
C15 0.951 2.366 3.795
C16 1.097 1.042 3.764
C17 0.426 0.139 2.747
N5 -0.492 0.852 1.849
C18 -0.601 2.208 1.937
C19 -1.516 2.764 1.019
O3 -2.130 1.887 0.223
H10 -1.123 6.043 1.774
H11 1.471 2.962 4.536
H12 1.734 0.528 4.473
H13 -0.179 -0.586 3.318
C20 2.410 -1.202 -0.196
C21 2.486 -0.247 1.010
C22 2.279 1.178 0.485
C23 1.459 -0.685 2.023
C24 3.846 -0.381 1.722
C25 4.259 0.584 2.643
C26 5.452 0.458 3.335
C27 6.282 -0.632 3.113
C28 5.892 -1.595 2.197
C29 4.686 -1.475 1.519
H14 1.499 -1.000 -0.757
H15 2.389 -2.249 0.114
H16 3.258 -1.038 -0.864
H17 1.336 1.246 -0.055
H18 3.083 1.439 -0.206
H19 2.259 1.918 1.284
H20 1.575 -1.709 2.368
H21 3.636 1.447 2.832
H22 5.736 1.217 4.055
H23 7.222 -0.725 3.643
H24 6.531 -2.448 2.002
H25 4.409 -2.255 0.823
Cl3 0.484 3.109 -2.370
Ge1 -1.496 2.383 -3.091
Cl4 -3.690 -0.618 0.045
Cl5 -1.321 3.209 -5.230

Forces on the atoms, in the same order (eV/Å):
0.521 2.085 0.978
-0.001 -0.050 -0.076
0.147 -0.005 -0.101
-0.067 -0.023 0.010
0.055 0.023 -0.037
0.127 0.181 0.317
0.009 0.017 -0.066
-0.005 -0.003 0.023
0.318 -0.679 -0.010
-0.366 0.493 0.616
-0.097 -0.053 -0.074
-0.223 0.419 -0.522
0.197 -0.367 -0.169
0.363 -0.960 -0.904
-0.052 0.000 0.241
0.037 0.003 0.113
-0.005 0.267 -0.031
-0.029 -0.419 0.260
-0.035 0.017 0.051
-0.028 0.032 0.029
0.003 -0.009 -0.019
-0.094 -0.015 -0.021
-0.030 -0.034 0.131
0.021 -0.022 -0.023
-0.001 0.046 -0.004
-0.036 -0.005 0.000
0.010 -0.030 0.045
-0.095 0.106 -0.019
0.146 -0.454 -0.043
-0.030 0.106 -0.006
-0.126 -0.110 -0.136
0.125 0.166 0.144
-0.142 -0.103 -0.211
0.111 -0.146 0.072
-0.159 0.042 -0.021
-0.077 -0.152 -0.254
-0.143 -0.534 -0.236
-0.135 0.645 -0.038
0.238 -0.114 0.057
0.031 0.016 -0.356
0.016 -0.002 0.060
0.012 -0.022 0.011
0.026 0.054 0.046
0.131 -0.025 0.056
-0.085 0.086 0.065
0.077 -0.073 0.052
-0.004 -0.036 0.072
-0.066 -0.066 0.032
0.023 0.026 -0.072
0.022 0.019 0.018
0.007 -0.001 0.004
0.015 0.000 -0.006
0.034 -0.006 0.031
-0.012 -0.031 -0.001
0.075 0.046 -0.007
0.039 -0.020 -0.034
0.000 -0.052 -0.022
0.015 0.049 -0.030
0.013 -0.009 0.008
-0.033 0.031 -0.013
0.046 0.003 -0.013
-0.059 0.012 -0.004
0.006 0.024 -0.031
-0.006 -0.010 0.003
-0.016 -0.011 0.011
-0.003 0.044 -0.031
-0.042 0.061 0.118
0.313 0.052 -0.082
-0.953 -0.423 -0.122
-0.071 -0.096 0.169

2.
Here is a structure of composition C29H26BN2O5PbS from OMol25. Energies are from ωB97M-V/def2-TZVPD.

- total energy (Eh) = -2222.13432
- HOMO-LUMO gap (eV) = 7.90
- highest occupied orbital energy (eV) = -10.62
- net charge = +1

Element x y z (Å)
Pb1 0.214 -0.287 0.496
O1 -1.900 -0.111 1.045
C1 -2.429 0.446 2.107
C2 -3.718 1.003 2.004
C3 -4.364 1.525 3.101
C4 -3.759 1.526 4.363
C5 -2.498 1.000 4.486
C6 -1.802 0.469 3.380
C7 -0.459 0.028 3.644
N1 0.439 -0.329 2.797
C8 1.806 -0.579 3.220
C9 2.689 0.398 2.449
N2 2.434 0.251 1.017
C10 3.339 0.644 0.192
C11 3.261 0.785 -1.235
C12 4.408 1.316 -1.863
C13 4.454 1.546 -3.213
C14 3.324 1.240 -3.983
C15 2.188 0.726 -3.405
C16 2.119 0.474 -2.020
O2 1.032 -0.077 -1.539
H1 -4.201 0.973 1.036
H2 -5.361 1.931 2.985
H3 -4.275 1.928 5.223
H4 -2.010 0.994 5.454
H5 -0.172 0.048 4.700
H6 2.075 -1.609 2.970
H7 1.929 -0.437 4.296
H8 3.746 0.251 2.682
H9 2.409 1.413 2.744
H10 4.295 0.961 0.619
H11 5.271 1.546 -1.248
H12 5.344 1.949 -3.675
H13 3.347 1.403 -5.053
H14 1.319 0.472 -3.998
C17 -0.629 4.341 0.129
S1 0.213 2.923 -0.552
O3 -0.056 1.895 0.578
C18 -0.887 2.514 -1.873
C19 -2.086 1.862 -1.616
C20 -2.903 1.546 -2.687
C21 -2.526 1.894 -3.980
C22 -1.326 2.547 -4.217
C23 -0.484 2.850 -3.156
H15 -1.647 4.046 0.381
H16 -0.621 5.128 -0.624
H17 -0.081 4.654 1.015
H18 -2.355 1.575 -0.606
H19 -3.834 1.024 -2.515
H20 -3.173 1.645 -4.811
H21 -1.035 2.806 -5.226
H22 0.474 3.327 -3.326
O4 -0.395 -3.117 -1.043
B1 0.027 -2.517 0.103
O5 0.381 -3.388 1.099
C24 0.161 -4.643 0.532
C25 0.352 -5.883 1.092
C26 0.044 -6.972 0.282
C27 -0.430 -6.805 -1.017
C28 -0.618 -5.542 -1.569
C29 -0.309 -4.476 -0.758
H23 0.718 -6.001 2.102
H24 0.174 -7.972 0.673
H25 -0.657 -7.679 -1.612
H26 -0.985 -5.400 -2.576

Forces on the atoms, in the same order (eV/Å):
0.116 -0.846 0.068
0.012 -0.019 -0.072
-0.013 0.004 0.074
-0.006 -0.015 -0.007
0.013 -0.005 0.009
0.018 -0.011 -0.010
-0.027 0.012 0.004
0.018 0.014 0.018
0.037 0.083 0.020
-0.197 0.129 0.028
0.042 0.039 -0.062
0.000 -0.071 0.042
-0.082 0.089 0.006
-0.003 0.097 -0.058
-0.003 -0.015 0.032
0.014 0.020 -0.034
0.009 -0.004 0.027
-0.017 -0.005 0.021
-0.001 0.016 -0.023
-0.005 -0.114 0.011
0.010 0.364 -0.052
-0.002 -0.004 0.002
0.000 0.003 0.003
-0.004 0.003 -0.002
0.006 -0.003 -0.003
0.017 0.001 -0.006
0.012 0.000 0.000
-0.020 -0.004 0.001
-0.009 -0.056 -0.021
0.040 0.008 0.020
-0.006 -0.005 0.012
0.001 -0.002 0.001
0.000 -0.001 0.000
0.000 0.003 0.001
-0.002 -0.005 0.000
0.010 0.048 -0.034
-0.011 -0.151 0.188
0.072 0.320 -0.171
0.001 -0.006 -0.028
-0.005 0.007 0.016
-0.001 0.004 -0.032
-0.028 -0.016 0.003
0.021 0.006 0.005
-0.033 0.003 -0.011
-0.001 -0.008 0.001
-0.011 0.005 0.006
0.007 0.002 -0.003
0.020 0.010 -0.016
-0.002 0.002 0.000
0.001 0.002 0.000
-0.002 -0.004 0.001
0.012 0.002 -0.002
-0.012 0.025 0.002
-0.004 0.065 0.047
0.005 -0.006 -0.025
-0.011 -0.009 -0.025
-0.003 0.004 0.004
0.002 0.001 0.002
0.000 0.002 0.000
0.001 0.005 -0.005
0.007 -0.014 0.025
0.000 0.000 0.000
0.000 0.000 0.001
-0.001 0.001 0.000
0.000 0.000 0.001

3.
Here is a structure of composition C29H26BrN2O3PdS2 at a distorted geometry from OMol25. Energies are from ωB97M-V/def2-TZVPD.

- total energy (Eh) = -4954.31813
- HOMO-LUMO gap (eV) = 6.56
- highest occupied orbital energy (eV) = -4.39
- net charge = -1

Element x y z (Å)
Pd1 0.524 -0.044 0.120
Br1 -1.525 -1.755 0.715
C1 -2.802 -0.325 0.365
C2 -4.113 -0.700 0.251
C3 -5.097 0.273 0.036
C4 -4.742 1.589 -0.046
C5 -3.395 1.989 0.069
C6 -3.036 3.347 -0.005
C7 -1.730 3.731 0.133
C8 -0.723 2.773 0.319
C9 -1.001 1.420 0.371
C10 -2.365 1.016 0.268
H1 -4.385 -1.741 0.332
H2 -6.130 -0.029 -0.052
H3 -5.491 2.356 -0.190
H4 -3.817 4.078 -0.169
H5 -1.467 4.780 0.086
H6 0.299 3.126 0.411
C11 6.104 -2.918 1.491
C12 4.784 -3.558 1.911
N1 3.828 -2.561 2.349
C13 3.691 -2.315 3.763
C14 2.510 -3.089 4.351
C15 3.094 -1.901 1.424
S1 1.962 -0.751 2.023
N2 3.408 -2.149 0.177
C16 2.649 -2.000 -0.910
O1 1.411 -1.893 -0.926
C17 3.383 -2.127 -2.197
C18 4.679 -2.627 -2.264
C19 5.332 -2.693 -3.481
C20 4.698 -2.271 -4.639
C21 3.395 -1.801 -4.580
C22 2.739 -1.733 -3.366
H7 6.758 -3.658 1.037
H8 6.611 -2.488 2.350
H9 5.912 -2.130 0.768
H10 4.939 -4.270 2.727
H11 4.351 -4.088 1.060
H12 3.529 -1.245 3.925
H13 4.623 -2.616 4.254
H14 1.588 -2.750 3.885
H15 2.434 -2.918 5.422
H16 2.626 -4.155 4.164
H17 5.160 -2.968 -1.361
H18 6.346 -3.071 -3.526
H19 5.214 -2.312 -5.591
H20 2.892 -1.478 -5.482
H21 1.726 -1.364 -3.304
O2 7.578 0.635 1.510
C23 7.241 0.410 0.206
O3 8.108 0.027 -0.547
C24 5.859 0.679 -0.194
C25 5.552 0.610 -1.561
C26 4.286 0.847 -2.023
C27 3.250 1.150 -1.128
S2 1.640 1.388 -1.690
C28 3.564 1.289 0.234
C29 4.833 1.038 0.692
H22 6.812 0.923 2.020
H23 6.348 0.371 -2.248
H24 4.064 0.785 -3.078
H25 2.776 1.588 0.920
H26 5.009 1.108 1.761

Forces on the atoms, in the same order (eV/Å):
-1.295 1.234 -1.581
-0.411 0.912 -0.211
-0.052 -0.807 0.087
0.495 -0.164 0.082
-0.113 0.359 -0.041
-0.172 -0.189 0.017
0.350 -0.111 0.097
0.076 0.278 -0.019
-0.385 0.012 0.061
0.335 -0.465 0.288
1.637 -0.491 -0.496
0.127 -0.151 0.113
-0.004 -0.090 0.012
-0.107 -0.008 -0.013
-0.063 0.036 -0.036
-0.033 0.061 -0.007
0.023 0.019 -0.010
-0.097 -0.193 -0.134
-0.170 -0.121 0.108
0.248 -0.087 -0.270
0.130 -0.133 -0.088
-0.335 -0.020 0.407
0.179 0.094 -0.023
-0.586 0.574 0.636
-0.122 -0.047 0.566
0.574 -0.190 -0.899
0.219 -0.467 0.883
-0.477 0.639 -0.015
-0.097 -0.062 -0.436
-0.114 0.000 0.031
0.160 -0.042 -0.065
0.056 0.005 -0.110
0.017 0.037 -0.140
-0.128 -0.091 0.152
0.176 -0.100 -0.055
0.138 0.100 0.126
-0.012 0.032 -0.077
-0.069 0.040 -0.061
0.073 -0.065 0.138
0.166 -0.173 0.017
-0.027 0.070 -0.090
-0.028 0.003 -0.039
0.010 -0.043 0.179
0.016 -0.137 0.054
0.053 0.067 0.120
0.026 -0.010 -0.001
0.025 -0.017 0.003
-0.012 0.018 -0.041
-0.019 0.065 0.078
0.048 -0.115 -0.048
0.787 -0.123 -0.037
-0.304 0.123 0.360
-0.717 0.138 -0.312
0.568 0.065 0.361
-0.323 0.142 0.146
0.463 0.145 0.288
-1.424 -0.452 0.536
-0.186 0.231 -0.097
0.488 -0.093 -0.125
-0.043 -0.003 -0.155
0.094 -0.087 -0.059
-0.008 -0.067 -0.059
0.243 -0.117 -0.168
-0.066 0.030 0.073

4.
Here is a structure of composition C29H26CrN4O7PS from OMol25. Energies are from ωB97M-V/def2-TZVPD.

- total energy (Eh) = -3650.65580
- 2S+1 = 5
- HOMO-LUMO gap (alpha / beta) (eV) = 4.82 / 8.32
- <S²> = 6.054
- highest occupied orbital energy (alpha / beta) (eV) = -2.32 / -5.82
- net charge = -1

Element x y z (Å)
Cr1 -0.356 -0.019 0.464
O1 -1.407 -3.037 1.990
S1 -0.045 -2.752 2.398
O2 0.896 -3.829 2.225
N1 0.513 -1.362 1.705
C1 0.481 -0.311 2.642
O3 0.562 0.867 2.068
C2 0.226 -0.694 3.959
C3 0.159 0.058 5.159
C4 -0.076 -0.603 6.340
C5 -0.266 -2.005 6.392
C6 -0.242 -2.750 5.216
C7 -0.004 -2.099 4.027
H1 0.295 1.131 5.131
H2 -0.122 -0.035 7.263
H3 -0.442 -2.495 7.341
H4 -0.412 -3.821 5.232
C8 2.995 -0.811 -0.325
P1 1.580 0.125 -0.982
C9 1.460 -0.324 -2.737
C10 0.274 -0.112 -3.435
C11 0.185 -0.461 -4.775
C12 1.274 -1.027 -5.426
C13 2.458 -1.241 -4.733
C14 2.547 -0.892 -3.393
C15 2.274 1.832 -1.032
C16 2.486 2.494 0.178
C17 3.029 3.772 0.193
C18 3.356 4.408 -0.997
C19 3.133 3.761 -2.204
C20 2.590 2.484 -2.221
H5 3.924 -0.476 -0.784
H6 2.825 -1.878 -0.473
H7 3.024 -0.617 0.748
H8 -0.576 0.329 -2.932
H9 -0.742 -0.295 -5.310
H10 1.199 -1.307 -6.470
H11 3.309 -1.687 -5.231
H12 3.470 -1.073 -2.858
H13 2.205 2.017 1.111
H14 3.188 4.273 1.140
H15 3.773 5.409 -0.984
H16 3.372 4.255 -3.138
H17 2.398 2.000 -3.170
O4 -3.420 -0.694 -0.906
C21 -2.581 -1.570 -0.920
C22 -2.883 -3.039 -1.163
C23 -1.514 -3.676 -1.362
C24 -0.541 -2.547 -1.079
O5 0.668 -2.654 -1.151
N2 -1.212 -1.387 -0.744
H18 -3.562 -3.137 -2.009
H19 -3.385 -3.407 -0.269
H20 -1.338 -4.045 -2.373
H21 -1.296 -4.478 -0.658
C25 -2.514 4.597 -1.953
N3 -2.480 3.505 -0.993
C26 -3.413 3.391 -0.005
C27 -3.407 2.391 0.887
C28 -2.350 1.424 0.756
O6 -2.177 0.434 1.505
N4 -1.419 1.564 -0.225
C29 -1.444 2.563 -1.144
O7 -0.648 2.702 -2.059
H22 -3.338 5.258 -1.690
H23 -2.656 4.216 -2.963
H24 -1.577 5.149 -1.934
H25 -4.166 4.169 0.011
H26 -4.148 2.298 1.664

Forces on the atoms, in the same order (eV/Å):
-0.383 -0.178 0.417
0.110 -0.034 -0.084
0.042 0.288 -0.036
0.053 -0.053 -0.004
-0.418 0.134 0.208
0.299 -0.047 -0.240
-0.119 -0.322 -0.259
0.031 -0.050 0.080
-0.025 -0.057 0.044
-0.010 -0.047 -0.017
0.016 0.077 0.016
0.007 0.011 -0.059
-0.008 0.019 0.170
0.001 -0.014 0.010
0.000 -0.010 -0.016
0.004 0.023 -0.001
-0.007 0.027 -0.017
-0.035 -0.003 0.082
0.404 0.274 -0.028
-0.021 -0.067 -0.007
0.013 0.043 0.039
0.038 -0.027 -0.027
-0.031 0.009 0.026
-0.047 0.018 0.016
0.022 -0.009 -0.062
-0.095 -0.057 0.020
0.032 -0.013 0.021
-0.022 -0.036 -0.024
-0.014 -0.024 -0.002
-0.018 0.011 0.030
0.006 -0.078 -0.034
0.047 -0.025 0.006
-0.049 0.089 0.007
0.028 0.003 -0.009
0.012 0.011 0.021
0.009 -0.002 0.004
0.000 0.011 0.005
0.002 -0.004 -0.006
-0.022 -0.011 -0.025
-0.014 -0.010 -0.027
-0.007 -0.002 0.000
0.007 -0.011 0.003
-0.010 -0.006 0.000
0.007 0.011 0.017
-0.014 0.026 0.016
0.380 0.129 -0.003
0.079 -0.072 -0.017
-0.070 0.054 -0.010
-0.255 0.231 0.175
0.107 0.061 0.021
-0.317 -0.361 -0.227
-0.009 -0.009 0.007
-0.011 -0.009 -0.003
-0.012 -0.016 0.001
0.006 -0.012 -0.001
-0.027 -0.080 0.071
0.029 0.006 -0.074
-0.003 0.173 -0.145
0.045 -0.197 0.079
0.044 0.007 -0.084
0.354 -0.173 -0.159
-0.138 0.492 -0.051
-0.082 0.008 0.193
0.015 -0.093 -0.018
0.001 0.018 -0.015
-0.011 -0.023 -0.013
0.024 0.005 0.023
0.014 -0.002 -0.017
0.015 -0.024 -0.005